(1)
This record from the Open Molecules 2025 dataset describes a 10-piece molecular cluster, CH21O10 overall at a distorted geometry. The level of theory is ωB97M-V/def2-TZVPD.

Geometry (Å):
H (-1.319, -2.210, -1.101)
H (1.216, 2.308, 2.883)
O (2.888, 1.320, -0.595)
H (0.794, 0.358, -2.217)
O (-2.548, 1.980, 1.937)
H (-2.293, 2.586, 2.609)
O (-0.119, 0.062, 0.681)
H (-2.685, 1.585, -1.232)
H (2.325, 0.640, -0.195)
H (-2.248, 0.079, -1.383)
H (-0.798, 1.483, -1.841)
O (1.854, -3.748, -1.144)
H (1.764, -0.452, 0.079)
H (3.723, 0.995, -0.980)
H (-2.028, -1.616, 2.441)
H (-2.268, 1.199, 2.343)
O (0.038, 1.763, -1.470)
H (-0.699, -0.999, -0.550)
O (-0.965, -1.372, -1.390)
H (1.359, -3.683, -1.987)
C (1.068, -0.708, 0.857)
H (0.228, 1.323, 2.272)
H (-0.015, 1.132, -0.720)
H (0.882, -1.763, 0.559)
H (1.534, -3.042, -0.576)
H (-1.083, -0.462, 1.934)
O (-2.394, 0.901, -1.855)
O (1.303, -0.144, -2.841)
H (0.710, -0.297, -3.593)
H (1.434, -0.558, 1.829)
O (0.310, 2.015, 2.913)
O (-1.970, -0.678, 2.334)

Charge: -1
Relative energy (zero: lowest compared OMol25 entry of this formula, charge and spin): 1.4262 eV
Maximum force: 3.3 eV Å⁻¹

***

(2)
This record from the Open Molecules 2025 dataset describes CH23LiO11 as an isolated structure at a distorted geometry. The level of theory is ωB97M-V/def2-TZVPD.

Geometry (Å):
C (0.096, -0.152, 0.347)
O (-2.247, 2.768, 1.564)
O (-2.819, -0.949, 1.506)
H (-1.493, 3.378, 1.694)
H (0.474, 2.867, 1.910)
O (-0.824, 0.930, 0.324)
H (0.257, -0.335, 1.302)
O (-0.166, 0.119, -2.993)
H (-0.345, -2.868, 0.166)
O (-1.030, -3.597, 0.694)
H (-3.522, -0.347, 1.381)
O (0.017, -0.162, 3.713)
H (2.015, -1.964, -3.407)
H (3.665, 0.654, 1.458)
H (-2.147, -0.434, 0.852)
H (-0.490, -0.946, -0.295)
H (0.104, 0.429, -3.999)
H (0.642, -0.409, -2.695)
H (0.038, -0.326, 2.746)
O (3.510, 1.530, 0.987)
H (-2.892, -2.032, -1.206)
H (-3.532, -0.769, -1.974)
H (-1.750, 2.046, 1.012)
H (-0.272, 0.762, 3.840)
O (-2.642, -1.080, -1.681)
H (2.555, 1.856, 1.090)
O (1.046, 2.236, 1.879)
H (1.591, -2.244, -1.991)
H (-1.569, -3.103, 1.223)
H (0.678, 1.578, 1.385)
H (3.130, 0.963, -1.735)
H (0.937, 0.203, -0.282)
H (3.009, -0.250, -2.473)
O (3.586, 0.480, -2.375)
Li (-1.365, 0.612, -1.388)
O (1.752, -1.446, -2.578)

Relative energy (zero: lowest compared OMol25 entry of this formula, charge and spin): 1.7358 eV
Maximum force: 8.2 eV Å⁻¹

***

(3)
This record from the Open Molecules 2025 dataset describes a 11-piece molecular cluster, CH23NO12 overall at a distorted geometry. The level of theory is ωB97M-V/def2-TZVPD.

Geometry (Å):
H (0.776, -0.993, 3.075)
O (2.121, 3.161, 1.380)
N (-0.069, 0.072, -0.229)
O (-3.053, 0.971, 1.554)
C (1.928, 2.143, 2.019)
H (-1.203, 2.484, -0.459)
O (-3.371, -1.045, -2.809)
O (0.406, -0.234, -3.148)
O (2.859, -0.960, 0.012)
H (-0.854, 0.067, -0.903)
H (0.250, -0.801, -0.018)
H (-4.060, -1.037, -2.138)
H (2.709, -1.899, 0.473)
O (0.645, 2.761, -0.782)
H (-3.006, -0.233, -2.784)
H (-2.613, 1.549, 0.977)
H (-0.489, -3.072, 0.142)
H (-0.456, -2.892, 1.427)
H (0.672, 0.689, -0.443)
H (1.327, -0.011, -3.097)
O (2.869, 1.489, 2.563)
H (1.470, -3.684, -0.781)
H (0.132, -0.929, -3.637)
H (-0.427, 0.378, 0.572)
O (1.116, -1.429, 2.298)
O (0.662, -3.489, -1.256)
H (0.981, 3.032, 0.244)
O (-1.147, -2.889, 0.737)
H (-4.060, 0.946, 1.333)
H (0.891, -3.629, -2.132)
H (1.079, 3.123, -1.487)
O (-2.092, 2.202, -0.391)
H (3.414, -0.313, 0.466)
H (1.976, -1.476, 2.891)
H (0.520, 1.047, 2.798)
O (0.626, 1.885, 2.363)
H (-2.532, 3.016, -0.831)

Relative energy (zero: lowest compared OMol25 entry of this formula, charge and spin): 3.0495 eV
Maximum force: 5.9 eV Å⁻¹

***

(4)
This record from the Open Molecules 2025 dataset describes CH24F3LiO19PSZr as an isolated structure at a distorted geometry. The level of theory is ωB97M-V/def2-TZVPD.

Geometry (Å):
O (-11.202, -14.737, -11.786)
O (-6.246, -15.342, -10.639)
H (-6.676, -15.300, -9.785)
O (-9.841, -20.868, -10.846)
O (-9.663, -15.989, -12.654)
Zr (-11.353, -16.784, -11.634)
H (-6.193, -11.642, -10.586)
O (-8.767, -13.199, -9.039)
O (-9.925, -18.519, -11.656)
H (-8.633, -16.012, -9.191)
H (-13.236, -15.038, -10.068)
H (-13.593, -16.490, -9.831)
O (-13.113, -16.193, -13.045)
H (-10.867, -12.574, -14.316)
O (-11.689, -13.063, -14.263)
O (-13.695, -13.248, -11.523)
O (-11.251, -17.751, -9.493)
H (-10.852, -17.427, -8.686)
P (-9.707, -14.811, -11.653)
H (-8.307, -14.892, -8.227)
H (-7.999, -12.684, -8.793)
H (-11.553, -13.682, -13.546)
O (-8.177, -15.829, -8.369)
H (-12.849, -13.655, -11.710)
H (-13.771, -12.544, -12.168)
S (-9.227, -19.841, -11.721)
F (-6.849, -20.492, -10.651)
H (-13.246, -16.293, -13.988)
O (-8.594, -13.751, -11.777)
O (-11.154, -17.563, -14.008)
F (-6.883, -18.621, -11.497)
O (-8.931, -20.268, -13.092)
H (-8.695, -13.298, -9.989)
H (-10.312, -17.310, -14.386)
H (-11.146, -11.866, -11.106)
H (-11.621, -17.991, -14.725)
Li (-7.744, -14.095, -13.431)
H (-7.028, -16.844, -14.214)
O (-12.955, -15.929, -10.273)
H (-8.193, -16.161, -13.530)
H (-9.766, -11.664, -11.695)
O (-9.882, -15.850, -10.486)
H (-11.487, -18.658, -9.298)
H (-13.989, -16.032, -12.695)
H (-7.419, -12.327, -11.153)
O (-7.270, -16.040, -13.753)
O (-7.142, -11.546, -10.675)
F (-8.014, -18.906, -9.553)
H (-6.962, -15.292, -11.271)
O (-10.681, -11.407, -11.805)
C (-7.634, -19.443, -10.777)

Spin multiplicity: 2
Charge: +2
Relative energy (zero: lowest compared OMol25 entry of this formula, charge and spin): 0.3807 eV
Maximum force: 6.2 eV Å⁻¹

***

(5)
This record from the Open Molecules 2025 dataset describes a 12-piece molecular cluster, CH25O12 overall at a distorted geometry. The level of theory is ωB97M-V/def2-TZVPD.

Geometry (Å):
H (0.808, 0.369, -1.165)
O (3.163, 0.140, -0.837)
H (-2.140, 2.137, 2.157)
H (0.299, 0.061, 0.503)
H (-1.434, 0.250, -2.013)
H (-3.055, 3.374, -1.222)
H (-2.420, 1.909, -1.070)
H (2.061, 1.786, 2.373)
H (1.644, 2.469, 0.398)
H (-0.284, -0.967, -0.715)
H (-1.408, -0.858, -3.132)
H (-1.044, -2.255, 0.278)
O (0.888, 2.893, 0.048)
O (-1.274, 1.850, 1.950)
H (-0.749, -0.746, 3.497)
O (0.085, -0.743, 3.061)
H (2.457, 0.365, -1.423)
C (-0.037, 0.037, -0.509)
O (-1.145, 0.955, -0.513)
O (1.328, -2.431, -2.224)
O (2.540, 1.534, 1.576)
H (-0.129, -0.283, 2.270)
O (2.444, -2.215, 0.281)
O (-3.216, 2.421, -1.454)
O (-2.957, -1.264, -0.175)
H (-1.336, 1.493, 1.010)
H (1.615, -2.444, -1.323)
H (3.107, 0.877, -0.205)
H (0.259, 2.263, -0.249)
O (-1.750, 0.011, -2.944)
H (-3.352, -1.164, 0.729)
H (3.248, -2.610, 0.028)
H (3.395, 1.860, 1.698)
H (-1.516, -3.779, 0.399)
H (0.438, -2.277, -2.103)
H (2.563, -1.280, 0.443)
H (-2.206, -0.654, -0.148)
O (-0.887, -3.098, 0.717)

Charge: -1
Relative energy (zero: lowest compared OMol25 entry of this formula, charge and spin): 1.8865 eV
Maximum force: 3.2 eV Å⁻¹

***

(6)
This record from the Open Molecules 2025 dataset describes a 12-piece molecular cluster, CH27O12 overall at a distorted geometry. The level of theory is ωB97M-V/def2-TZVPD.

Geometry (Å):
O (2.368, -2.755, 1.592)
C (-1.225, -1.351, 2.946)
H (2.709, 3.121, 0.303)
H (2.408, 1.378, 1.229)
O (3.156, -0.622, -1.574)
H (-0.389, 3.113, 1.288)
H (-0.298, -0.624, 0.161)
H (-0.836, 1.597, -3.631)
H (-0.824, -2.257, 3.400)
O (1.982, 0.536, 1.389)
H (1.914, -1.912, 1.558)
O (0.102, -0.179, -0.589)
H (3.157, 3.278, -1.134)
O (-1.135, -1.301, 1.552)
H (-2.518, 1.583, 2.332)
O (2.550, 2.788, -0.580)
O (1.228, -0.976, -3.441)
H (0.713, 0.478, -0.246)
H (-1.397, 2.765, 0.213)
H (0.436, -1.498, -3.576)
H (-2.279, -1.323, 3.219)
H (-2.321, 0.463, 1.332)
H (-0.801, -0.504, 3.486)
H (-0.604, 0.218, -1.104)
H (-2.419, 0.810, -2.699)
H (-1.865, -4.144, 0.710)
O (-2.727, 1.324, 1.434)
H (-3.214, -3.585, 1.238)
H (-2.096, -2.595, 0.795)
H (3.033, 0.288, -1.302)
H (-3.017, 0.960, -1.316)
H (3.145, -2.588, 2.126)
O (0.025, 1.529, -3.218)
H (1.963, 0.454, 2.342)
H (2.742, -0.673, -2.435)
O (-2.181, 0.943, -1.782)
O (-0.471, 2.677, 0.440)
H (0.586, 2.106, -3.737)
O (-2.509, -3.441, 0.603)
H (0.909, -0.081, -3.325)

Charge: +1
Relative energy (zero: lowest compared OMol25 entry of this formula, charge and spin): 0.0000 eV
Maximum force: 4.7 eV Å⁻¹

***

(7)
This record from the Open Molecules 2025 dataset describes a 14-piece molecular cluster, CH27O16 overall at a distorted geometry. The level of theory is ωB97M-V/def2-TZVPD.

Geometry (Å):
H (1.674, 1.972, -2.097)
H (-2.953, 1.600, 2.135)
H (2.701, 0.413, -2.415)
O (-3.846, 0.275, -0.925)
O (1.200, -1.010, 0.321)
O (2.726, -2.955, -0.498)
H (-3.992, 0.482, 2.047)
O (-3.164, 0.779, 1.670)
H (3.703, 0.712, 0.721)
O (2.040, 2.711, -1.611)
H (-0.245, -2.366, 1.495)
O (2.936, 1.205, 0.476)
H (2.159, -2.260, -0.095)
O (1.071, 0.559, -3.050)
H (-3.596, 0.327, 0.003)
H (0.287, 0.081, -3.212)
H (-0.376, -3.816, 0.821)
H (-2.927, -2.031, 2.285)
O (-0.061, 0.608, -0.386)
C (0.132, -0.402, 0.289)
O (-1.766, 1.666, -1.975)
H (-1.653, -0.094, 1.109)
H (2.346, -2.990, -1.374)
H (-3.102, 0.736, -1.386)
O (-2.892, -1.893, 3.220)
H (2.234, -0.422, 2.805)
H (0.996, 1.299, -3.661)
O (-0.610, 2.647, 1.115)
O (-0.927, -0.778, 1.010)
H (-1.099, 1.331, -1.349)
O (-1.736, -1.949, -1.527)
H (2.522, 0.975, 3.162)
H (-1.405, -1.389, -0.846)
H (-2.430, -1.066, 3.279)
H (-0.990, -2.507, -1.768)
O (-0.329, -3.325, 1.659)
H (-0.373, 1.864, 0.681)
H (3.414, 0.089, -1.068)
H (2.255, 2.179, -0.860)
H (-1.441, 2.486, -2.292)
H (-0.040, 3.210, 0.608)
O (3.558, 0.103, -2.009)
O (1.781, 0.351, 3.171)
H (2.216, 0.596, 0.324)

Charge: -1
Relative energy (zero: lowest compared OMol25 entry of this formula, charge and spin): 1.1791 eV
Maximum force: 2.8 eV Å⁻¹

***

(8)
This record from the Open Molecules 2025 dataset describes CH28CdO17 as an isolated structure at a distorted geometry. The level of theory is ωB97M-V/def2-TZVPD.

Geometry (Å):
H (-9.764, 6.028, 8.596)
H (-7.102, 4.132, 12.629)
H (-6.538, 2.452, 7.460)
H (-9.666, 8.069, 11.014)
H (-9.412, 4.595, 14.047)
H (-11.277, 6.270, 9.114)
O (-5.370, 2.182, 10.270)
O (-5.585, 2.414, 7.334)
H (-4.982, 1.559, 10.845)
H (-6.854, 7.121, 9.453)
H (-10.387, 2.679, 12.761)
O (-9.390, 8.264, 10.119)
O (-10.019, 2.300, 11.966)
C (-8.144, 5.012, 9.724)
H (-8.015, 6.812, 7.543)
O (-6.278, 7.377, 10.189)
O (-7.322, 5.850, 12.624)
H (-6.844, 7.841, 10.788)
O (-7.093, 3.198, 12.384)
H (-6.182, 3.068, 12.198)
H (-10.245, 1.353, 11.900)
H (-4.163, 4.810, 9.855)
O (-5.385, 5.273, 7.669)
H (-5.613, 4.829, 10.095)
H (-6.801, 6.632, 12.484)
H (-8.930, 7.416, 9.921)
O (-8.947, 4.743, 10.666)
O (-10.699, 6.094, 8.401)
H (-10.430, 5.147, 10.650)
O (-4.779, 4.764, 10.575)
O (-10.204, 4.732, 13.470)
H (-7.935, 4.053, 6.353)
H (-6.815, 7.462, 6.760)
H (-9.874, 4.869, 12.633)
O (-8.516, 3.691, 7.015)
O (-11.376, 5.260, 10.910)
O (-7.767, 7.358, 6.781)
H (-4.837, 2.981, 10.373)
H (-6.108, 4.805, 8.078)
O (-8.208, 6.079, 9.019)
H (-7.973, 5.920, 11.940)
H (-5.306, 2.207, 8.226)
H (-4.730, 4.631, 7.630)
H (-11.442, 6.226, 10.996)
H (-8.102, 4.020, 7.865)
O (-7.270, 4.037, 9.250)
Cd (-8.382, 2.508, 10.348)

Relative energy (zero: lowest compared OMol25 entry of this formula, charge and spin): 1.1238 eV
Maximum force: 4.2 eV Å⁻¹

***

(9)
This record from the Open Molecules 2025 dataset describes a 14-piece molecular cluster, CH29NO13 overall at a distorted geometry. The level of theory is ωB97M-V/def2-TZVPD.

Geometry (Å):
O (1.967, -0.472, 1.291)
O (-1.241, 0.036, 1.186)
H (-2.076, 2.645, 2.078)
H (2.001, -0.418, 0.353)
O (-0.730, -0.841, -4.337)
O (-3.387, -1.316, 0.711)
H (0.169, 2.277, 3.606)
O (-1.981, 2.046, 2.704)
H (0.522, 2.183, 1.392)
H (-0.092, -1.028, -3.742)
H (0.408, -1.181, 2.645)
H (0.207, 0.997, 0.478)
H (-0.562, -2.978, 1.004)
H (1.029, 2.740, -2.346)
O (-1.536, -3.345, 0.961)
H (-2.876, 1.897, 3.034)
H (-1.638, -0.726, 0.793)
N (-2.288, 0.674, -1.630)
H (-1.803, 0.364, 1.808)
H (-0.909, 2.175, -2.143)
H (-0.087, -3.614, -1.317)
H (-2.081, 1.714, -3.477)
O (0.750, -2.064, 2.942)
H (1.968, 2.278, -1.453)
H (3.627, 1.112, -0.137)
O (0.722, -3.118, -1.226)
H (1.456, 0.234, -2.926)
O (0.771, 1.749, 0.605)
H (4.483, 0.007, 0.671)
H (1.906, 0.555, 1.416)
H (2.262, -0.885, -3.323)
H (-3.640, -0.946, -0.123)
O (4.302, 1.065, 0.550)
H (1.458, 2.780, 3.160)
H (0.571, -2.203, -1.377)
H (-1.778, 0.543, -0.763)
O (1.742, 2.137, -2.279)
O (0.597, 2.882, 2.985)
C (-1.783, 1.614, -2.417)
H (1.288, -2.152, 2.141)
H (-3.245, -2.276, 0.404)
O (1.438, -0.682, -2.787)
H (-1.625, -3.912, 1.748)
H (-1.549, -1.205, -4.146)

Relative energy (zero: lowest compared OMol25 entry of this formula, charge and spin): 3.6723 eV
Maximum force: 7.1 eV Å⁻¹

***

(10)
This record from the Open Molecules 2025 dataset describes CH29O17Pb as an isolated structure at a distorted geometry. The level of theory is ωB97M-V/def2-TZVPD.

Geometry (Å):
H (17.934, -13.611, -16.135)
O (16.298, -9.647, -16.949)
H (21.652, -11.525, -12.459)
O (15.985, -7.932, -14.756)
O (17.233, -11.870, -10.262)
H (16.745, -8.643, -10.489)
H (14.946, -7.380, -12.133)
O (14.218, -11.495, -11.564)
H (17.368, -12.982, -14.794)
H (16.770, -7.428, -14.436)
H (17.031, -9.223, -17.388)
H (14.643, -9.162, -9.147)
H (19.627, -10.001, -11.496)
O (19.287, -13.134, -13.519)
H (20.067, -9.439, -10.088)
O (20.279, -10.032, -10.793)
H (13.515, -11.414, -12.216)
H (18.226, -9.550, -15.250)
H (17.520, -8.738, -11.777)
H (18.892, -11.021, -13.298)
H (18.112, -12.260, -10.318)
O (15.197, -9.229, -9.958)
O (17.151, -13.389, -15.613)
H (16.026, -9.077, -16.244)
H (16.714, -13.024, -11.606)
O (17.454, -8.219, -10.961)
H (17.213, -11.093, -10.805)
O (17.030, -10.812, -14.492)
O (18.356, -10.497, -12.697)
H (22.017, -11.457, -13.920)
O (18.966, -9.160, -15.727)
H (16.100, -6.792, -11.292)
H (17.686, -13.271, -12.753)
Pb (15.532, -11.729, -16.196)
H (15.857, -8.569, -14.083)
H (19.582, -13.898, -13.978)
C (17.169, -10.398, -13.342)
O (21.367, -11.185, -13.285)
H (14.915, -11.106, -12.043)
O (16.829, -13.508, -12.401)
H (14.735, -9.793, -10.546)
O (20.789, -8.570, -13.813)
H (20.607, -7.926, -13.134)
H (21.120, -9.401, -13.380)
H (19.955, -12.824, -12.924)
O (15.489, -6.606, -12.069)
O (16.247, -10.030, -12.663)
H (19.570, -8.914, -15.009)

Charge: +1
Relative energy (zero: lowest compared OMol25 entry of this formula, charge and spin): 1.0259 eV
Maximum force: 4.5 eV Å⁻¹

***

(11)
This record from the Open Molecules 2025 dataset describes CH2BNO in the gas phase at a distorted geometry. The level of theory is ωB97M-V/def2-TZVPD.

Geometry (Å):
B (-0.297, -0.977, 0.794)
H (0.312, -0.433, -1.213)
H (0.394, 1.800, -0.835)
C (-0.081, 0.068, -0.316)
O (-0.064, 1.352, -0.123)
N (-0.264, -1.809, 1.693)

Relative energy (zero: lowest compared OMol25 entry of this formula, charge and spin): 4.6766 eV
Maximum force: 6.1 eV Å⁻¹

***

(12)
This record from the Open Molecules 2025 dataset describes CH2Br2MoS4Sb as an isolated structure at a distorted geometry. The level of theory is ωB97M-V/def2-TZVPD.

Geometry (Å):
S (4.606, -4.627, 5.944)
C (3.769, -5.995, 9.344)
H (4.460, -6.413, 10.196)
H (4.298, -6.306, 8.339)
S (1.306, -3.049, 7.465)
Br (1.967, -6.377, 9.485)
Sb (5.207, -3.136, 3.969)
S (4.494, -1.203, 6.138)
Br (4.152, -4.134, 9.399)
S (3.483, -3.218, 2.616)
Mo (3.379, -2.910, 6.985)

Spin multiplicity: 3
Charge: +1
Maximum force: 4.3 eV Å⁻¹
Energy: -7088.23112 Eh

***

What is the maximum force in the twelfth record? 4.3 eV Å⁻¹

***

What is the formula in the third record? CH23NO12

***

What is the formula in the first record? CH21O10

***

What is the maximum force in the ninth record? 7.1 eV Å⁻¹